No. 1
DFT (ωB97M-V with the def2-TZVPD basis set) results for 2 unconnected molecules or ions with the total composition CH4S2 at a distorted geometry.

Atoms and positions in Å:
1 C -1.459105 -0.234612 0.368202
2 S 2.440907 0.828019 0.112752
3 S 1.419658 -0.906948 -0.117283
4 H -1.532372 0.584456 -0.294575
5 H -1.563243 -0.249163 1.436987
6 H -1.793402 -1.063799 -0.223218
7 H 2.487560 1.042045 -1.282862

Cartesian forces (eV/Å) of the 2 atoms listed first:
1.70 -1.37 -1.11
-0.26 -0.32 -1.98

Its charge is 0. As for the LUMO energy (alpha / beta): -1.77 / -1.78 eV. The energy above the lowest of the compared OMol25 structures with the same formula, charge and spin comes out at 76.44 kcal per mole.

No. 2
DFT (ωB97M-V with the def2-TZVPD basis set) results for a molecular structure, C22H18IN3O2Tl at a distorted geometry.

Atoms and positions in Å:
1 Tl -1.683598 -0.713053 0.977951
2 C -0.046160 1.328963 4.875647
3 C 1.370448 1.326674 4.705139
4 C 1.920640 0.828151 3.577290
5 C 1.087800 0.310275 2.575839
6 C -0.258951 0.223374 2.770665
7 C -0.851974 0.727508 3.948420
8 C 1.793880 -0.382504 1.494317
9 C 3.135394 -0.854257 1.645837
10 C 3.737060 -1.502269 0.631744
11 C 3.042023 -1.754646 -0.584151
12 C 3.585348 -2.476741 -1.646119
13 C 2.908054 -2.573490 -2.786644
14 C 1.632798 -2.045260 -2.908327
15 C 1.067410 -1.347050 -1.882211
16 C 1.744372 -1.176754 -0.668882
17 N 1.147298 -0.457623 0.328019
18 H -0.556816 1.827256 5.770138
19 H 2.027583 1.724323 5.496974
20 H 3.035353 0.873592 3.497181
21 H -1.938871 0.573667 4.130644
22 H 3.669260 -0.799364 2.604554
23 H 4.704079 -2.005768 0.756648
24 H 4.621309 -2.828231 -1.566238
25 H 3.349051 -3.101308 -3.605351
26 H 1.088830 -2.228915 -3.843686
27 H 0.061759 -0.883915 -1.979307
28 N -3.422416 -3.199182 -0.099212
29 C -3.685971 -2.887537 -1.519912
30 C -2.877554 -1.581765 -1.892921
31 O -2.366935 -1.554241 -3.043187
32 O -2.909208 -0.650882 -0.978497
33 H -3.122744 -4.153316 0.101902
34 H -4.215738 -2.974987 0.556455
35 H -4.771018 -2.692248 -1.692783
36 H -3.198279 -3.602141 -2.170214
37 I -0.424269 6.873203 -1.281202
38 C -0.914558 4.852978 -1.487702
39 C -1.404276 4.229645 -2.677222
40 C -1.831677 2.899114 -2.604339
41 C -1.717087 2.163197 -1.395602
42 N -1.166759 2.750941 -0.349295
43 C -0.837563 4.028058 -0.303121
44 H -1.531244 4.839327 -3.581934
45 H -2.349434 2.431799 -3.423391
46 H -1.985179 1.112050 -1.183105
47 H -0.661470 4.503354 0.709194

Cartesian forces (eV/Å) of the 2 atoms listed first:
0.76 0.58 -0.96
0.53 0.89 1.58

Its charge is +1. As for the LUMO energy: -6.33 eV. The energy above the lowest of the compared OMol25 structures with the same formula, charge and spin comes out at 3.79 kcal per mole.

No. 3
DFT (ωB97M-V with the def2-TZVPD basis set) results for 2 unconnected molecules or ions with the total composition C9H14O at a distorted geometry.

Atoms and positions in Å:
1 C -0.317712 1.910743 -1.993275
2 C -0.837379 0.699526 -1.256047
3 C -1.562427 0.826926 -0.079015
4 C -2.007716 -0.238010 0.696653
5 C -1.628818 -1.512298 0.288952
6 O -2.015394 -2.601544 1.035706
7 C -0.999996 -1.692455 -0.928462
8 C -0.563976 -0.607962 -1.668036
9 H 0.752165 1.811683 -2.169965
10 H -0.389985 2.779913 -1.339280
11 H -0.841893 2.119716 -2.916161
12 H -2.112250 1.755232 0.100076
13 H -2.547220 -0.088422 1.614620
14 H -2.209376 -3.320867 0.419688
15 H -0.789014 -2.660738 -1.368378
16 H -0.016666 -0.812953 -2.579479
17 C 1.649615 0.130307 1.966243
18 C 2.842464 0.397229 1.034857
19 H 1.437136 0.889534 2.724398
20 H 0.812639 -0.241451 1.387880
21 H 1.926898 -0.733540 2.593241
22 H 3.706823 0.716979 1.611765
23 H 2.553433 1.040209 0.205773
24 H 3.158641 -0.567757 0.618249

Cartesian forces (eV/Å) of the 2 atoms listed first:
0.12 0.01 0.75
0.41 -0.48 0.04

The SMILES is Cc1ccc(O)cc1.CC. Its charge is 0. As for the LUMO energy: 0.89 eV. The energy above the lowest of the compared OMol25 structures with the same formula, charge and spin comes out at 12.44 kcal per mole.

No. 4
DFT (ωB97M-V with the def2-TZVPD basis set) results for a single C5H8N2O molecule at a distorted geometry.

Atoms and positions in Å:
1 C -2.033377 0.536366 -0.119974
2 N -1.062679 1.468950 0.027340
3 C 0.065214 0.730145 0.429890
4 C 1.241332 0.967580 -0.400224
5 C 1.649111 -0.551077 -0.081476
6 C 0.251272 -0.908688 0.405915
7 O -0.575605 -1.181337 -0.597352
8 N -1.918563 -0.835006 0.233100
9 H -2.954241 0.873600 -0.456009
10 H 0.377828 0.698104 1.499949
11 H 0.672098 1.144187 -1.276606
12 H 1.749312 1.902680 -0.155030
13 H 2.308755 -0.598214 0.699637
14 H 2.114255 -1.191357 -0.881958
15 H 0.520499 -1.683059 1.229326
16 H -2.405211 -1.372872 -0.556521

Cartesian forces (eV/Å) of the 2 atoms listed first:
3.13 2.91 1.34
-3.67 -4.87 0.14

The SMILES is C1=N[C@@H]2CC[C@@H]2ON1. Its charge is 0. As for the LUMO energy: 0.53 eV. The energy above the lowest of the compared OMol25 structures with the same formula, charge and spin comes out at 150.89 kcal per mole.

No. 5
DFT (ωB97M-V with the def2-TZVPD basis set) results for 3 unconnected molecules or ions with the total composition C14H33N2O6S at a distorted geometry.

Atoms and positions in Å:
1 C 5.561886 3.760541 0.642895
2 C 5.198217 5.239243 0.740427
3 S 3.425804 5.601906 0.733513
4 C 2.743938 4.385020 -0.424914
5 N 1.643318 3.609854 0.133668
6 C 0.399150 4.332354 0.082494
7 N 0.487063 5.578106 0.836336
8 C 1.505625 2.351231 -0.664194
9 C 1.989688 1.140493 0.173455
10 O 2.969372 0.488563 -0.267335
11 O 1.348327 0.954254 1.192632
12 H 6.564257 3.578316 1.017683
13 H 5.549602 3.447303 -0.394563
14 H 4.857444 3.149575 1.191997
15 H 5.722229 5.798609 -0.026405
16 H 5.550549 5.616793 1.693054
17 H 2.460802 4.856936 -1.372166
18 H 3.528162 3.681109 -0.658968
19 H 0.067508 4.560511 -0.941506
20 H -0.358052 3.672291 0.507429
21 H -0.417216 6.028849 0.825771
22 H 0.733226 5.371042 1.794888
23 H 0.461722 2.206386 -0.922740
24 H 2.061371 2.430259 -1.597983
25 C -0.182115 -5.344856 0.927481
26 O -0.952679 -4.163012 0.862417
27 C -1.150789 -3.556187 2.134151
28 C -0.222953 -2.382327 2.361963
29 O 1.127399 -2.787047 2.442098
30 C 1.846655 -2.541300 1.233016
31 H 0.104033 -5.609957 -0.089688
32 H 0.722950 -5.201005 1.521814
33 H -0.771853 -6.166698 1.353704
34 H -1.028188 -4.296684 2.931425
35 H -2.187034 -3.198198 2.162658
36 H -0.481991 -1.916797 3.319308
37 H -0.351917 -1.626699 1.581627
38 H 2.028126 -1.469348 1.107075
39 H 1.312492 -2.924944 0.358983
40 H 2.804882 -3.054490 1.314262
41 C -4.049011 -0.403541 -2.615179
42 O -3.083454 -1.419426 -2.435909
43 C -3.011464 -1.898034 -1.097645
44 C -3.724238 -3.220372 -0.940529
45 O -5.130164 -3.099635 -1.150271
46 C -5.538322 -3.522406 -2.434477
47 H -4.180826 -0.257592 -3.686990
48 H -5.011865 -0.676817 -2.174795
49 H -3.703320 0.537447 -2.173021
50 H -3.420873 -1.158684 -0.402917
51 H -1.954952 -2.040211 -0.855288
52 H -3.576089 -3.579983 0.080645
53 H -3.297832 -3.962513 -1.620953
54 H -5.505888 -4.616036 -2.509474
55 H -4.915517 -3.088502 -3.220635
56 H -6.567195 -3.193691 -2.580322

Cartesian forces (eV/Å) of the 2 atoms listed first:
-0.05 0.29 -0.20
0.22 -0.52 0.05

Its charge is -1. As for the LUMO energy: 2.66 eV.

No. 6
DFT (ωB97M-V with the def2-TZVPD basis set) results for a gas-phase ion, C16H26NO2 (charge +1).

Atoms and positions in Å:
1 C 2.219088 -3.395879 2.116452
2 C 2.260142 -3.389413 0.586667
3 C 0.952226 -2.935969 0.007872
4 C -0.152362 -3.783756 0.011258
5 C -1.358523 -3.368029 -0.514245
6 C -1.500481 -2.096049 -1.050510
7 C -0.406632 -1.248288 -1.052504
8 O -0.431997 0.057714 -1.531376
9 C -1.505258 0.459333 -2.365278
10 C -1.121343 1.812510 -2.977314
11 O -0.633187 2.743470 -2.034370
12 C -1.555754 3.354056 -1.165916
13 C -1.677518 2.596140 0.178976
14 N -0.411113 1.912919 0.482268
15 C -0.453802 1.045780 1.680403
16 C 1.014075 0.812006 2.059391
17 C 1.811385 1.833070 1.228545
18 C 0.754296 2.795071 0.700894
19 C 0.810595 -1.664578 -0.523588
20 H 2.047302 -2.393954 2.505820
21 H 1.422945 -4.042858 2.475466
22 H 3.162997 -3.759174 2.512998
23 H 3.065504 -2.736256 0.246772
24 H 2.474432 -4.400741 0.237485
25 H -0.056945 -4.780015 0.413772
26 H -2.205583 -4.035990 -0.517623
27 H -2.449322 -1.795699 -1.465494
28 H -1.660527 -0.263665 -3.171777
29 H -2.434750 0.539054 -1.784097
30 H -0.286696 1.671663 -3.666610
31 H -1.979643 2.217388 -3.525403
32 H -2.544211 3.450123 -1.627178
33 H -1.164910 4.359439 -0.984231
34 H -2.464907 1.840665 0.135626
35 H -1.918794 3.298813 0.979280
36 H -0.199127 1.305438 -0.353416
37 H -0.983546 0.118932 1.460768
38 H -0.984772 1.577596 2.472545
39 H 1.161103 0.965799 3.125945
40 H 1.319533 -0.205060 1.823124
41 H 2.563719 2.348002 1.819745
42 H 2.316933 1.342493 0.397454
43 H 1.041247 3.284963 -0.227564
44 H 0.490053 3.544800 1.449927
45 H 1.654126 -0.991865 -0.570961

Cartesian forces (eV/Å) of the 2 atoms listed first:
0.10 -0.03 -0.17
-0.02 -0.01 0.20

The SMILES is CCc1cccc(OCCOCC[NH+]2CCCC2)c1. Its charge is +1. As for the LUMO energy: -2.15 eV. The energy above the lowest of the compared OMol25 structures with the same formula, charge and spin comes out at 28.21 kcal per mole.

No. 7
DFT (ωB97M-V with the def2-TZVPD basis set) results for 2 unconnected molecules or ions with the total composition C2H10N2O at a distorted geometry.

Atoms and positions in Å:
1 C -0.523017 1.722804 0.431125
2 N -0.375387 0.876659 -0.751578
3 C -0.102994 -0.493453 -0.208401
4 N -1.250982 -1.280663 0.207988
5 H -0.389107 2.775244 0.125181
6 H -1.534915 1.480930 0.981795
7 H 0.226640 1.551272 1.202613
8 H -1.092668 0.900363 -1.551288
9 H 0.578108 -0.450019 0.708875
10 H 0.416553 -1.287232 -0.792665
11 H -1.934318 -1.323171 -0.460761
12 H -1.427951 -0.950547 1.176548
13 O 2.713163 -1.051989 -0.065095
14 H 2.171877 -0.428138 -0.606393
15 H 2.524997 -2.042060 -0.397945

Cartesian forces (eV/Å) of the 2 atoms listed first:
-2.42 0.53 -0.03
1.06 -1.94 -0.07

The SMILES is CNCN.O. Its charge is 0. As for the LUMO energy: 0.88 eV. The energy above the lowest of the compared OMol25 structures with the same formula, charge and spin comes out at 44.94 kcal per mole.

For the records above, the corresponding molecular weight values read 80.18, 687.69, 138.21, 112.13, 357.49, 264.39, 78.12 g/mol.